(1)
{
  "formula": "C4H4N2",
  "method": "the ωB97M-V functional and the def2-TZVPD basis",
  "elements": ["N", "N", "C", "C", "C", "C", "H", "H", "H", "H"],
  "coordinates": [[1.210, 0.652, 0.656], [-1.567, -0.707, 0.040], [0.431, 0.650, -0.764], [0.249, 1.439, -1.680], [-0.271, -0.876, 0.098], [0.681, -0.340, 1.208], [0.140, -1.858, -0.170], [-1.915, -0.295, 0.918], [0.006, 2.172, -2.403], [1.035, -0.838, 2.097]],
  "mulliken_charge": [-0.29, -0.55, -0.36, -0.06, 0.16, -0.21, 0.29, 0.24, 0.39, 0.38],
  "total_charge": 0,
  "e_homo_ev": [-8.9, -8.9],
  "energy_ev": -7186.090,
  "gap_ev": [8.00, 8.00],
  "mol_weight_g_mol": 80.09,
  "multiplicity": 1,
  "relative_energy_ev": 6.599
}

(2)
{
  "formula": "C4H4N2",
  "method": "the ωB97M-V functional and the def2-TZVPD basis",
  "elements": ["N", "N", "C", "C", "C", "C", "H", "H", "H", "H"],
  "coordinates": [[0.205, -1.310, 0.699], [-1.078, -0.308, -1.003], [0.607, 0.961, 0.128], [0.708, -0.113, 1.004], [-0.490, 0.855, -0.720], [-0.541, -1.367, -0.400], [-0.965, 1.764, -1.079], [-0.772, -2.353, -0.804], [1.249, 1.837, 0.158], [1.077, 0.033, 2.017]],
  "mulliken_charge": [-0.51, -0.53, -0.39, -0.03, -0.02, 0.01, 0.38, 0.38, 0.34, 0.38],
  "total_charge": 0,
  "e_homo_ev": -9.9,
  "energy_ev": -7192.222,
  "gap_ev": 10.51,
  "mol_weight_g_mol": 80.09,
  "smiles": "c1cncnc1",
  "multiplicity": 1,
  "relative_energy_ev": 0.467
}